{"formula": "C5H8S", "method": "ωB97M-V with the def2-TZVPD basis set", "species": ["C", "C", "C", "C", "C", "H", "H", "H", "H", "H", "H", "H", "H", "S"], "coordinates": [[-0.50543, 2.17824, -1.24459], [0.56168, 1.68711, -0.19154], [-0.02684, 0.43854, 0.41048], [-0.67074, 0.50082, 1.57705], [0.53477, -0.74886, -0.22186], [-1.41772, 2.69548, -0.77325], [-0.86390, 1.23804, -1.86704], [-0.03099, 2.96912, -1.85975], [0.81724, 2.31756, 0.85444], [1.67762, 1.54580, -0.44807], [-0.88496, 1.30729, 2.30283], [-1.09663, -0.41522, 1.84007], [1.67432, -0.83297, -0.87158], [0.04778, -2.19751, -0.07218]], "atomic_forces_ev_per_a": [[0.203, 0.116, -0.026], [1.131, 1.512, 3.169], [2.430, 2.099, 0.124], [-0.372, -0.374, -0.283], [3.740, 0.593, -1.776], [1.363, -1.150, -0.403], [0.768, 2.118, 1.083], [-0.437, -0.681, -0.179], [-1.359, -0.488, -3.031], [-2.037, -0.015, -0.763], [0.377, -0.014, -1.247], [-0.533, -1.534, 0.962], [-3.350, 1.785, 1.881], [-1.925, -3.966, 0.491]], "mulliken_charge": [-0.883, -0.578, 0.576, -0.869, -0.199, 0.263, 0.267, 0.292, 0.255, 0.368, 0.290, 0.315, 0.182, -0.280], "smiles": "C=C(C=S)CC", "homo_energy_ev": -8.4849, "max_force_ev_per_a": 4.4, "relative_energy_kj_mol": 323.7}

---

{"formula": "C5H13NO", "method": "ωB97M-V with the def2-TZVPD basis set", "species": ["C", "C", "C", "C", "C", "O", "N", "H", "H", "H", "H", "H", "H", "H", "H", "H", "H", "H", "H", "H"], "coordinates": [[1.26735, 1.60535, -0.60103], [0.72408, 0.25510, -1.13655], [-0.58267, -0.09094, -0.45613], [-0.45672, -0.22511, 1.06831], [-1.15021, -1.45819, 1.63625], [-1.34598, -1.40385, 3.02582], [0.50611, 0.27465, -2.57705], [1.75089, 2.19400, -1.38062], [0.43574, 2.17678, -0.17715], [1.94746, 1.41224, 0.22998], [1.45508, -0.51762, -0.93190], [-0.90408, -1.04003, -0.87381], [-1.29081, 0.71493, -0.62827], [0.56814, -0.20788, 1.47853], [-0.92526, 0.62560, 1.54821], [-0.62464, -2.35875, 1.27552], [-2.12209, -1.58583, 1.15883], [-0.47836, -1.37889, 3.45674], [1.21197, -0.07495, -3.19673], [0.01400, 1.08340, -2.91894]], "atomic_forces_ev_per_a": [[-0.304, -0.462, 0.401], [0.224, 1.012, -0.752], [0.731, -0.377, 0.901], [-0.027, 0.016, 0.828], [-0.014, -0.257, -1.240], [0.380, -0.177, 0.307], [-0.618, -0.403, 0.076], [0.102, -0.134, 0.120], [0.082, 0.186, -0.168], [0.177, 0.246, -0.082], [0.151, -0.293, 0.034], [-0.426, 0.012, -0.187], [-0.313, -0.169, -0.475], [-0.013, -0.098, -0.548], [-0.184, 0.304, 0.122], [0.244, 0.017, 0.500], [-0.311, 0.324, 0.279], [-0.317, -0.010, -0.132], [0.258, 0.226, 0.118], [0.179, 0.038, -0.102]], "mulliken_charge": [-1.316, 0.226, -0.828, -0.369, -0.783, -0.523, -0.568, 0.438, 0.276, 0.309, 0.376, 0.395, 0.294, 0.386, 0.283, 0.334, 0.374, 0.318, 0.195, 0.184], "smiles": "C[C@H](N)CCCO", "homo_energy_ev": -8.8342, "max_force_ev_per_a": 1.3, "relative_energy_kj_mol": 105.3}

---

{"formula": "C5H11N3P", "method": "ωB97M-V with the def2-TZVPD basis set", "species": ["C", "C", "C", "C", "C", "N", "N", "N", "P", "H", "H", "H", "H", "H", "H", "H", "H", "H", "H", "H"], "coordinates": [[0.27849, -0.68411, 0.52411], [0.38833, 0.46391, -1.42886], [-1.02591, 0.71116, -0.90690], [2.59084, -0.08810, -0.37824], [-2.29076, -0.49646, 0.89366], [0.42432, -1.25483, 1.62036], [1.09090, -0.11144, -0.34555], [-1.22072, -0.39957, -0.06193], [0.46036, -2.50944, 2.48491], [0.26907, -0.18603, -2.29256], [0.90431, 1.25635, -1.79599], [-0.88273, 1.69128, -0.46331], [-1.70129, 0.80667, -1.81837], [2.80451, -0.27727, -1.39132], [3.12635, 0.81838, 0.04621], [2.94981, -0.92638, 0.21532], [-2.68318, 0.46207, 1.35772], [-2.13367, -1.26355, 1.58170], [-3.23494, -0.78823, 0.32544], [1.19030, -2.00645, 3.69909]], "atomic_forces_ev_per_a": [[-4.801, 3.197, -4.387], [-2.421, -2.043, -1.156], [0.914, 1.668, -2.296], [-0.588, -0.121, 1.902], [-3.137, 1.899, -1.891], [1.483, -0.168, 1.457], [1.494, -0.645, 1.754], [3.752, -1.608, 2.413], [0.708, -1.367, 1.843], [0.489, -0.797, 0.019], [1.238, 2.823, -0.745], [-1.064, 0.330, 0.901], [0.445, -0.365, 1.474], [0.770, 0.009, -1.161], [-1.288, -0.695, -0.727], [0.016, -0.112, -0.078], [1.261, -0.771, -0.106], [0.382, -1.041, 1.231], [1.205, -0.044, 0.468], [-0.856, -0.150, -0.912]], "mulliken_charge": [0.455, -0.849, -0.489, -0.932, -0.946, -0.072, 0.082, -0.048, 0.104, 0.307, 0.579, 0.324, 0.367, 0.406, 0.270, 0.362, 0.313, 0.320, 0.325, 0.122], "smiles": "[H]/P=N/C1=[N+](C)CCN1C", "homo_energy_ev": -12.9964, "max_force_ev_per_a": 7.2, "total_charge": 1, "relative_energy_kj_mol": 110.8}

---

{"formula": "C22H26N2O6", "method": "ωB97M-V with the def2-TZVPD basis set", "species": ["C", "C", "H", "H", "O", "C", "O", "C", "C", "C", "C", "O", "C", "N", "C", "O", "C", "C", "N", "C", "O", "C", "C", "H", "H", "H", "H", "C", "C", "C", "C", "C", "C", "C", "H", "O", "C", "H", "H", "H", "H", "H", "H", "H", "H", "H", "H", "H", "H", "H", "H", "H", "H", "H", "H", "H"], "coordinates": [[3.97639, 2.14743, -0.92878], [3.01923, 2.88317, -0.00138], [2.19857, 3.34247, -0.55727], [3.55950, 3.64939, 0.56344], [2.38890, 1.99308, 0.92198], [3.08418, 1.69097, 2.03119], [4.18646, 2.11396, 2.28003], [2.34156, 0.79168, 2.91166], [2.71591, 0.24046, 4.11366], [1.62890, -0.54510, 4.54010], [0.66343, -0.41804, 3.57564], [1.09017, 0.38487, 2.59006], [-0.71258, -0.99764, 3.45934], [-1.20306, -0.88273, 2.10836], [-2.17161, 0.00828, 1.77706], [-2.85349, 0.58117, 2.59707], [-2.27032, 0.22609, 0.27693], [-1.28557, 1.34454, -0.11066], [-1.18390, 1.36337, -1.54995], [-2.33477, 1.30038, -2.26866], [-2.36005, 1.09768, -3.46691], [-3.57264, 1.56253, -1.43176], [-3.66234, 0.64169, -0.20046], [-4.24486, -0.24740, -0.44394], [-4.17080, 1.16177, 0.61380], [-3.53216, 2.60624, -1.11254], [-4.44809, 1.44203, -2.06910], [0.06989, 0.91541, -2.13737], [0.32162, -0.51747, -1.74305], [1.14507, -0.83403, -0.67253], [1.24540, -2.15146, -0.24744], [0.53402, -3.14806, -0.88214], [-0.28705, -2.84033, -1.97073], [-0.38929, -1.52052, -2.39314], [-1.02696, -1.24244, -3.21726], [-0.94645, -3.88666, -2.53250], [-1.77328, -3.63955, -3.64641], [-2.59139, -2.95645, -3.39792], [-1.20285, -3.23038, -4.48564], [-2.18455, -4.60767, -3.92697], [0.59832, -4.17570, -0.56190], [1.88571, -2.39967, 0.58721], [1.70196, -0.05991, -0.16762], [0.87227, 1.56734, -1.78499], [-0.03826, 1.01201, -3.21979], [-0.29695, 1.17648, 0.31746], [-1.66164, 2.30249, 0.26314], [-1.95300, -0.68790, -0.23597], [-0.60892, -1.25332, 1.37949], [-0.70231, -2.04381, 3.78378], [-1.41597, -0.44226, 4.09222], [1.56247, -1.12398, 5.43777], [3.65318, 0.39054, 4.60782], [4.78804, 1.71181, -0.35119], [4.39343, 2.84816, -1.64619], [3.46051, 1.35499, -1.46706]], "atomic_forces_ev_per_a": [[-0.254, 0.038, 0.324], [0.432, 0.314, -0.278], [0.080, -0.034, 0.102], [-0.162, -0.056, -0.114], [-0.262, -0.219, 0.116], [0.073, 0.124, -0.078], [-0.131, -0.100, 0.018], [0.633, -0.225, 0.884], [-0.088, 0.482, -0.836], [-0.521, -0.020, -0.418], [0.262, -0.372, 0.721], [-0.212, 0.104, -0.255], [-0.193, 0.187, -0.051], [0.275, -0.394, 0.191], [-0.005, -0.316, -0.516], [-0.218, 0.339, 0.250], [-0.098, 0.256, 0.251], [-0.146, -0.151, 0.292], [0.265, 0.207, -0.087], [-0.284, 0.340, 0.077], [-0.065, -0.203, -0.414], [-0.124, -0.151, -0.137], [0.044, -0.068, 0.123], [-0.034, 0.020, 0.023], [0.010, -0.066, -0.032], [-0.006, 0.015, 0.007], [0.125, 0.080, -0.019], [-0.054, -0.018, -0.197], [0.254, -0.036, 0.128], [0.006, 0.158, -0.154], [-0.033, -0.135, -0.027], [-0.114, -0.100, -0.064], [0.035, 0.080, 0.100], [-0.113, -0.249, -0.177], [-0.111, 0.013, -0.118], [0.257, 0.002, 0.286], [-0.160, 0.044, -0.202], [0.041, -0.007, -0.010], [-0.024, 0.005, 0.037], [0.006, 0.091, -0.017], [0.016, -0.137, 0.035], [0.072, -0.040, 0.076], [0.032, 0.117, 0.049], [0.013, -0.045, -0.044], [0.101, 0.032, 0.141], [-0.038, 0.058, -0.011], [0.080, -0.042, 0.078], [0.061, 0.087, 0.051], [-0.133, 0.084, -0.101], [0.022, 0.162, 0.023], [0.136, -0.153, -0.068], [-0.071, -0.162, 0.184], [0.229, 0.080, 0.054], [0.071, -0.024, -0.007], [0.059, 0.063, -0.107], [-0.033, -0.058, -0.083]], "mulliken_charge": [-1.124, -0.500, 0.356, 0.527, -0.231, 0.180, -0.618, 0.311, -0.473, -1.121, 0.563, 0.143, -1.009, -0.157, -0.184, -0.702, 1.525, -0.498, 0.278, 0.786, -0.687, -0.838, -0.981, 0.395, 0.297, 0.353, 0.402, -1.412, 0.211, 0.120, -0.861, -0.498, 0.656, -0.532, 0.587, -0.471, -0.781, 0.315, 0.314, 0.241, 0.485, 0.530, 0.214, 0.056, 0.598, -0.256, 0.342, 0.067, 0.150, 0.391, 0.457, 0.517, 0.566, 0.359, 0.408, 0.235], "smiles": "CCOC(=O)c1ccc(CNC(=O)[C@H]2CCC(=O)N(Cc3cccc(OC)c3)C2)o1", "homo_energy_ev": -8.8548, "max_force_ev_per_a": 1.1, "relative_energy_kj_mol": 0.0}

---

{"formula": "C4H5NO3", "method": "ωB97M-V with the def2-TZVPD basis set", "species": ["C", "C", "C", "C", "N", "O", "O", "O", "H", "H", "H", "H", "H"], "coordinates": [[-1.27953, -0.75461, -0.55472], [0.36365, 0.94923, 2.30399], [-1.26634, -1.83875, -1.32477], [0.59938, 0.77263, -0.31565], [-0.48979, 0.34806, -0.70105], [1.41987, 1.12604, 2.69496], [0.93049, 2.07365, -0.45843], [1.58120, 0.04421, 0.27514], [-1.96269, -0.55321, 0.30619], [-2.03853, -2.53846, -1.18763], [-0.74657, -2.10551, -2.24955], [0.28963, 2.31838, -1.19241], [2.23161, 0.68804, 0.70560]], "atomic_forces_ev_per_a": [[0.434, -0.261, 0.635], [1.278, 0.371, 1.268], [-0.505, -0.028, -0.520], [0.958, -0.897, 0.453], [-0.478, 1.157, -0.894], [-1.594, -0.066, -0.167], [-0.746, 0.228, -1.734], [0.957, 1.359, 0.389], [0.244, -0.892, -0.874], [-0.941, -0.856, 0.634], [0.546, 0.915, 0.552], [0.950, 0.278, 1.341], [-1.104, -1.309, -1.082]], "mulliken_charge": [0.016, 0.240, -0.773, 0.654, -0.476, -0.215, -0.515, -0.495, 0.286, 0.271, 0.257, 0.362, 0.388], "homo_energy_ev": -8.7050, "max_force_ev_per_a": 2.0, "relative_energy_kj_mol": 227.3}

---

{"formula": "C15H16ClN5O", "method": "ωB97M-V with the def2-TZVPD basis set", "species": ["C", "H", "O", "C", "C", "C", "C", "C", "C", "H", "H", "C", "N", "C", "N", "N", "C", "C", "C", "N", "C", "N", "C", "H", "H", "H", "Cl", "C", "H", "H", "H", "H", "H", "H", "H", "H", "H", "H"], "coordinates": [[-4.97734, -2.32127, 1.72962], [-5.48346, -1.90278, 0.76718], [-4.82522, -1.22237, 2.50803], [-3.73134, -0.26092, 2.10570], [-2.99169, -0.14689, 0.87258], [-1.94562, 0.60420, 0.61594], [-1.58373, 1.59891, 1.56629], [-2.49854, 1.74543, 2.53684], [-3.41420, 0.77321, 2.85282], [-3.97599, 0.82731, 3.92524], [-2.29401, 2.31851, 3.21870], [-0.67976, 2.59915, 0.93605], [0.64856, 2.32239, 1.46863], [1.26474, 1.22983, 0.59304], [1.00042, 1.30548, -0.78986], [2.10531, 0.33642, -1.09096], [2.25377, 0.05204, -2.26600], [3.36242, -0.89968, -2.49944], [3.94288, -1.25718, -1.50682], [3.90269, -0.88348, -0.21925], [2.83693, 0.09101, -0.16792], [2.49600, 0.42790, 1.00577], [5.24472, -2.26032, -1.65795], [5.84955, -2.42622, -0.61730], [4.78979, -3.07629, -2.26945], [5.89013, -1.71307, -2.32481], [3.69029, -1.36476, -4.04399], [1.16258, 0.28966, -3.57189], [0.87374, -0.53171, -3.85128], [1.85244, 0.83767, -4.21169], [0.47835, 1.04370, -3.17411], [0.82103, 2.03931, 2.32776], [-0.71573, 2.79331, 0.05030], [-0.77469, 3.65474, 1.70256], [-1.44961, 0.55968, -0.34809], [-3.29235, -1.34944, 0.11988], [-4.18270, -2.81096, 1.36817], [-5.65037, -3.02251, 2.33973]], "atomic_forces_ev_per_a": [[-5.616, 0.749, -1.252], [0.122, -1.410, 1.201], [4.237, 4.170, 0.797], [-1.199, -2.006, -2.628], [-4.332, -8.945, -1.165], [1.542, 1.233, -0.394], [-1.914, -0.271, -5.072], [-0.343, -5.378, -4.060], [-2.973, 0.890, 6.000], [1.359, 0.169, -2.592], [1.599, 6.938, 7.095], [0.970, 1.977, 17.179], [2.738, -3.095, -9.468], [1.653, 3.166, 0.331], [2.565, -2.652, 4.996], [-9.472, 7.045, -4.057], [1.076, -5.294, -10.564], [-9.474, 6.880, -7.940], [12.019, -6.591, 11.709], [-3.496, 2.885, -2.319], [9.568, -7.281, 8.825], [-5.808, 4.882, 1.741], [-1.529, 0.848, 1.004], [-2.117, 0.017, -2.680], [1.127, -0.215, 1.022], [0.518, 0.052, -0.278], [0.495, -0.857, -2.558], [6.104, 10.225, 6.763], [-3.215, -8.647, -3.092], [-0.344, -0.386, -0.676], [-0.390, -0.662, -0.307], [0.014, -1.213, 5.376], [-0.347, 1.985, -10.075], [-0.730, -2.285, -2.875], [0.062, -0.201, 0.208], [1.132, 4.182, 1.702], [3.560, -1.803, -0.652], [0.839, 0.901, -1.245]], "mulliken_charge": [-0.854, 0.327, -0.360, 0.232, -0.475, -0.157, 0.820, -1.259, 0.134, 0.177, 0.640, -1.143, -0.208, 0.226, -0.949, 0.424, 0.491, 0.347, 0.915, -0.607, 0.425, -0.708, -1.079, 0.266, 0.318, 0.339, -0.235, -1.647, 0.609, 0.439, 0.320, 0.259, 0.624, 0.260, 0.476, -0.009, 0.420, 0.202], "homo_energy_ev": -8.3797, "max_force_ev_per_a": 18.0, "relative_energy_kj_mol": 1358.6}

---

{"formula": "C11H16NPS", "method": "ωB97M-V with the def2-TZVPD basis set", "species": ["C", "C", "C", "C", "C", "C", "C", "C", "C", "C", "C", "N", "P", "S", "H", "H", "H", "H", "H", "H", "H", "H", "H", "H", "H", "H", "H", "H", "H", "H"], "coordinates": [[-0.68986, 1.50346, 2.02871], [0.45994, 2.01424, 2.48115], [0.53424, 0.48532, 0.27022], [-0.68095, 0.75927, 0.84986], [1.67525, 1.63774, 1.93519], [1.73281, 0.82081, 0.83313], [1.83656, -1.83214, -1.93210], [-1.72728, -1.43438, 0.50823], [-2.08780, 0.36015, -1.21446], [2.69234, 0.16502, -1.89094], [-1.89599, 0.11054, 0.29673], [2.89013, 2.06784, 2.47144], [0.86739, -2.05244, -3.22045], [3.22305, 0.34446, -0.15962], [-1.62579, 1.78724, 2.56963], [0.44461, 2.93027, 3.20489], [0.45950, -0.09838, -0.63234], [1.78348, -2.38296, -1.00359], [-0.84814, -1.76818, -0.14398], [-2.56574, -1.93211, 0.13665], [-1.68723, -1.49184, 1.66446], [-2.86690, -0.39226, -1.62248], [-1.13412, 0.11425, -1.72290], [-2.39206, 1.37583, -1.41495], [1.82711, 0.82382, -2.07169], [3.59101, 0.03406, -2.52070], [-2.79297, 0.53587, 0.88930], [2.95966, 2.83418, 3.15137], [3.66514, 1.68094, 2.10063], [0.19027, -3.21984, -2.70702]], "atomic_forces_ev_per_a": [[-2.557, 0.035, -0.515], [1.507, 2.856, 2.050], [-0.931, -0.749, -0.445], [-0.175, 0.228, 0.796], [2.441, 0.888, 1.049], [0.186, -0.604, -2.486], [0.798, 3.555, 0.096], [1.264, 1.947, 1.408], [-0.592, -1.721, -0.054], [-1.226, -3.480, 2.077], [-1.486, -0.298, -0.189], [-3.231, 1.906, 1.844], [-0.594, -0.407, -0.516], [-0.049, 0.588, 0.548], [0.673, -0.381, -0.798], [0.157, -2.145, -0.916], [0.494, -0.129, -0.126], [0.584, 0.234, 0.291], [-0.857, 0.237, 1.565], [-1.527, -0.947, -0.375], [0.556, -0.857, -2.002], [1.076, 1.376, 0.554], [-0.588, 0.315, 0.005], [-0.035, 0.264, -0.274], [0.726, -0.440, -0.640], [-0.885, 0.493, 0.236], [1.132, -0.936, -0.947], [-0.118, -0.922, -0.762], [3.077, -0.991, -1.194], [0.181, 0.085, -0.283]], "mulliken_charge": [-0.756, -0.628, 0.422, -0.364, 1.277, -0.068, -0.223, -1.112, -1.126, -0.714, 0.180, -0.443, -0.124, -0.177, 0.274, 0.141, -0.150, 0.373, 0.153, 0.464, 0.296, 0.320, 0.175, 0.355, 0.435, 0.388, 0.333, 0.185, 0.108, 0.006], "homo_energy_ev": -7.6338, "max_force_ev_per_a": 4.2}

---

| no. | M (g/mol) |
| --- | --- |
| 1 | 100.19 |
| 2 | 103.16 |
| 3 | 144.14 |
| 4 | 414.46 |
| 5 | 115.09 |
| 6 | 317.78 |
| 7 | 225.30 |